No. 1
C29H35MoN5OSSeSi | ωB97M-V/def2-TZVPD

As for the expectation value of S²: 2.036. Its spin multiplicity is 3. The total energy is -4631.93529 hartree. As for the net charge: +2.

Atoms and positions in Å:
Mo1 -0.675 -0.321 -0.097
C1 -2.314 -3.548 -1.374
C2 -3.103 -2.281 -1.259
C3 -4.463 -2.224 -1.531
C4 -5.161 -1.048 -1.285
C5 -4.511 0.068 -0.778
C6 -3.150 -0.036 -0.549
N1 -2.479 -1.185 -0.817
N2 -2.237 0.857 -0.024
Si1 -2.647 2.405 0.815
C7 -0.979 3.266 1.014
C8 -3.744 3.479 -0.260
C9 -3.447 1.883 2.432
H1 -2.588 -4.207 -0.547
H2 -1.244 -3.352 -1.311
H3 -2.541 -4.077 -2.298
H4 -4.963 -3.108 -1.902
H5 -6.225 -1.004 -1.476
H6 -5.039 0.982 -0.553
H7 -0.979 4.206 0.458
H8 -0.154 2.664 0.638
H9 -0.773 3.520 2.055
H10 -3.350 3.575 -1.273
H11 -3.764 4.477 0.185
H12 -4.778 3.140 -0.319
H13 -2.973 1.002 2.869
H14 -4.507 1.657 2.302
H15 -3.380 2.695 3.160
Se1 -0.928 -1.793 1.784
C10 -0.510 -0.969 3.479
C11 -0.215 0.383 3.589
C12 -0.017 0.898 4.864
N3 -0.120 0.166 5.964
C13 -0.405 -1.123 5.846
C14 -0.602 -1.750 4.619
H16 -0.167 1.027 2.721
H17 0.222 1.947 5.003
H18 -0.487 -1.688 6.767
H19 -0.826 -2.806 4.564
C15 -1.373 -0.652 -5.127
N4 -0.241 -0.032 -4.422
C16 0.691 0.768 -5.228
C17 -0.157 -0.109 -3.148
N5 -0.106 -0.204 -1.984
H20 -1.973 0.123 -5.603
H21 -1.992 -1.210 -4.428
H22 -0.994 -1.329 -5.892
H23 0.163 1.615 -5.664
H24 1.086 0.145 -6.030
H25 1.512 1.131 -4.616
O1 1.088 0.663 0.539
S1 2.372 0.440 1.349
C18 3.659 1.245 0.401
C19 3.773 1.028 -0.965
C20 4.831 1.607 -1.641
C21 5.756 2.388 -0.953
C22 5.618 2.611 0.408
C23 4.558 2.038 1.097
C24 2.843 -1.262 0.988
C25 3.967 -1.774 1.616
C26 4.389 -3.055 1.300
C27 3.685 -3.812 0.372
C28 2.551 -3.296 -0.238
C29 2.129 -2.014 0.075
H26 3.050 0.412 -1.485
H27 4.952 1.441 -2.703
H28 6.590 2.825 -1.486
H29 6.333 3.226 0.936
H30 4.431 2.206 2.160
H31 4.507 -1.173 2.339
H32 5.270 -3.462 1.777
H33 4.015 -4.813 0.128
H34 1.999 -3.888 -0.956
H35 1.235 -1.605 -0.394

Cartesian forces (eV/Å) of the 2 atoms listed first:
Mo -1.07 1.24 2.23
C -0.04 0.06 0.02

No. 2
C29H35N5O4SZr | ωB97M-V/def2-TZVPD

As for the relative energy (zero: lowest compared OMol25 entry of this formula, charge and spin): 2.555 eV. The total energy is -2145.48285 hartree. As for the net charge: +2.

Atoms and positions in Å:
Zr1 -0.159 0.166 0.693
C1 4.332 -0.374 0.971
C2 2.856 -0.332 1.049
N1 2.064 -0.001 0.056
O1 2.695 0.157 -1.191
C3 2.080 -0.458 2.288
C4 2.455 0.163 3.583
N2 0.888 -0.927 2.009
O2 -0.228 -0.433 2.601
H1 4.676 0.155 0.084
H2 4.689 -1.402 0.903
H3 4.772 0.060 1.866
H4 2.320 0.940 -1.630
H5 3.261 -0.374 4.084
H6 1.570 0.156 4.221
H7 2.771 1.197 3.429
O3 0.809 8.591 -1.070
C5 -0.229 7.875 -0.632
O4 -1.348 8.302 -0.641
C6 0.071 6.490 -0.132
C7 1.149 5.737 -0.589
C8 1.353 4.456 -0.112
C9 0.472 3.912 0.817
S1 0.831 2.323 1.489
C10 -0.603 4.660 1.285
C11 -0.803 5.938 0.804
H8 1.663 8.153 -0.961
H9 1.829 6.129 -1.333
H10 2.205 3.880 -0.445
H11 -1.264 4.234 2.025
H12 -1.631 6.535 1.156
C12 1.195 -4.961 0.232
C13 0.695 -3.523 0.495
N3 0.862 -2.700 -0.703
C14 2.218 -2.864 -1.224
C15 2.442 -4.306 -1.739
N4 1.316 -5.130 -1.236
C16 0.058 -4.703 -1.900
C17 -0.074 -3.171 -1.723
H13 0.493 -5.694 0.631
H14 2.174 -5.142 0.681
H15 1.249 -3.074 1.325
H16 -0.367 -3.526 0.755
H17 2.927 -2.630 -0.431
H18 2.371 -2.147 -2.031
H19 3.388 -4.717 -1.379
H20 2.441 -4.359 -2.830
H21 1.499 -6.115 -1.449
H22 -0.774 -5.241 -1.441
H23 0.102 -4.980 -2.954
H24 -1.090 -2.911 -1.421
H25 0.142 -2.646 -2.654
C18 -4.532 -3.273 0.439
C19 -4.541 -2.675 -0.810
C20 -3.558 -1.763 -1.152
C21 -2.551 -1.439 -0.241
C22 -2.543 -2.047 1.020
C23 -3.536 -2.958 1.350
N5 -1.556 -0.491 -0.590
C24 -1.991 0.838 -0.605
C25 -3.140 1.290 0.082
C26 -3.488 2.626 0.045
C27 -2.711 3.545 -0.650
C28 -1.547 3.131 -1.279
C29 -1.162 1.798 -1.242
H26 -5.302 -3.978 0.707
H27 -5.324 -2.901 -1.516
H28 -3.557 -1.284 -2.120
H29 -1.783 -1.773 1.760
H30 -3.555 -3.401 2.333
H31 -3.780 0.572 0.586
H32 -4.382 2.950 0.558
H33 -3.021 4.575 -0.717
H34 -0.941 3.855 -1.804
H35 -0.309 1.440 -1.832

Cartesian forces (eV/Å) of the 2 atoms listed first:
Zr 0.42 2.34 -1.30
C 0.11 0.08 -0.20

No. 3
C29H36AuBrF2N2O2Si | ωB97M-V/def2-TZVPD

As for the relative energy (zero: lowest compared OMol25 entry of this formula, charge and spin): 0.000 eV. The total energy is -4585.59807 hartree.

Atoms and positions in Å:
Au1 -0.040 0.056 -0.974
F1 -2.525 -4.576 -1.578
C1 -1.386 -3.890 -1.785
C2 -1.294 -2.601 -1.295
C3 -0.126 -1.883 -1.472
C4 0.944 -2.423 -2.232
C5 0.776 -3.742 -2.663
F2 1.746 -4.369 -3.366
C6 -0.355 -4.506 -2.449
C7 2.141 -1.601 -2.618
C8 3.243 -2.068 -3.342
C9 4.278 -1.194 -3.622
C10 4.223 0.118 -3.183
C11 3.094 0.509 -2.489
N1 2.093 -0.320 -2.231
H1 -2.148 -2.190 -0.786
H2 -0.425 -5.517 -2.817
H3 3.301 -3.086 -3.674
H4 5.133 -1.550 -4.182
H5 5.017 0.822 -3.383
H6 2.970 1.525 -2.135
Br1 -5.485 5.321 -3.705
C12 -3.697 4.989 -3.192
C13 -2.760 6.011 -3.266
N2 -1.490 5.852 -2.920
C14 -1.116 4.653 -2.487
C15 -1.981 3.572 -2.378
C16 -3.311 3.742 -2.740
C17 -1.518 2.238 -1.866
O1 -0.264 2.153 -1.579
O2 -2.322 1.314 -1.725
H7 -3.059 6.991 -3.618
H8 -0.079 4.529 -2.204
H9 -4.001 2.913 -2.657
C18 -1.706 -2.623 1.981
C19 -1.693 -1.087 2.077
C20 -2.892 -0.538 1.283
C21 -1.944 -0.766 3.562
Si1 -0.042 -0.319 1.454
C22 1.502 -1.374 1.937
C23 1.632 -2.683 1.152
C24 2.815 -0.614 1.693
C25 1.455 -1.743 3.432
C26 0.180 1.555 1.934
C27 0.592 1.645 3.419
C28 -1.128 2.342 1.766
C29 1.266 2.311 1.152
H10 -2.706 -2.971 2.254
H11 -1.006 -3.089 2.674
H12 -1.486 -3.011 0.992
H13 -3.792 -1.064 1.611
H14 -2.797 -0.659 0.205
H15 -3.057 0.523 1.446
H16 -2.865 -1.273 3.864
H17 -2.093 0.295 3.751
H18 -1.151 -1.120 4.221
H19 1.764 -2.502 0.090
H20 0.787 -3.361 1.278
H21 2.526 -3.203 1.507
H22 2.927 -0.308 0.651
H23 3.646 -1.287 1.925
H24 2.930 0.266 2.322
H25 0.638 -2.417 3.681
H26 1.384 -0.878 4.090
H27 2.385 -2.261 3.681
H28 -0.105 1.159 4.099
H29 0.620 2.705 3.691
H30 1.584 1.242 3.611
H31 -1.893 2.030 2.475
H32 -1.546 2.267 0.764
H33 -0.919 3.397 1.963
H34 2.258 1.880 1.268
H35 1.310 3.327 1.557
H36 1.044 2.418 0.098

Cartesian forces (eV/Å) of the 2 atoms listed first:
Au -0.03 0.22 -0.14
F 0.08 0.05 -0.02

No. 4
C29H36BNO2S3 | ωB97M-V/def2-TZVPD

Its structure (SMILES) is S=C(SCCCBCCCc1ccccc1)N(c1ccccc1)c1ccccc1.O=S1(=O)CCCC1. The total energy is -2551.04746 hartree.

Atoms and positions in Å:
S1 0.882 -0.243 1.623
C1 2.498 -0.442 1.314
S2 3.574 1.031 1.439
C2 2.592 2.357 0.562
C3 2.051 3.486 1.537
C4 0.465 3.743 1.403
B1 -0.398 3.034 2.559
C5 -1.696 2.109 2.353
C6 -2.442 2.282 0.958
C7 -1.804 1.477 -0.239
C8 -2.000 -0.076 -0.176
C9 -1.093 -0.895 -1.049
C10 -1.098 -2.364 -1.095
C11 -2.064 -3.097 -0.217
C12 -2.986 -2.302 0.644
C13 -2.958 -0.804 0.676
N1 2.951 -1.796 0.999
C14 3.921 -1.839 -0.078
C15 4.988 -2.892 -0.117
C16 5.975 -2.978 -1.235
C17 5.983 -2.002 -2.352
C18 4.930 -0.959 -2.329
C19 3.924 -0.895 -1.238
C20 3.415 -2.465 2.218
C21 2.776 -3.780 2.519
C22 3.124 -4.582 3.718
C23 4.162 -4.017 4.620
C24 4.809 -2.720 4.309
C25 4.470 -1.914 3.104
H1 3.265 2.811 -0.219
H2 1.713 1.922 -0.004
H3 2.527 4.458 1.190
H4 2.381 3.349 2.602
H5 0.077 3.540 0.368
H6 0.349 4.867 1.565
H7 -0.015 3.176 3.686
H8 -1.516 1.009 2.531
H9 -2.444 2.426 3.155
H10 -3.510 1.922 1.078
H11 -2.432 3.382 0.695
H12 -0.682 1.657 -0.288
H13 -2.243 1.828 -1.237
H14 -0.331 -0.372 -1.699
H15 -0.387 -2.945 -1.750
H16 -2.062 -4.214 -0.225
H17 -3.687 -2.891 1.303
H18 -3.645 -0.248 1.359
H19 5.089 -3.688 0.667
H20 6.742 -3.804 -1.203
H21 6.759 -2.120 -3.146
H22 4.894 -0.196 -3.155
H23 3.171 -0.063 -1.313
H24 1.998 -4.178 1.816
H25 2.598 -5.548 3.907
H26 4.416 -4.592 5.543
H27 5.575 -2.351 5.036
H28 4.957 -0.933 2.875
O1 -3.825 2.660 -1.919
S3 -4.916 1.724 -2.080
O2 -5.391 0.906 -0.991
C26 -6.303 2.587 -2.800
C27 -6.086 2.459 -4.303
C28 -5.644 1.011 -4.538
C29 -4.571 0.683 -3.496
H29 -6.319 3.619 -2.454
H30 -7.214 2.072 -2.488
H31 -6.992 2.701 -4.861
H32 -5.296 3.143 -4.627
H33 -6.501 0.344 -4.406
H34 -5.267 0.863 -5.551
H35 -4.609 -0.362 -3.192
H36 -3.572 0.928 -3.858

Cartesian forces (eV/Å) of the 2 atoms listed first:
S 1.58 -0.33 -0.24
C -2.30 0.37 0.27

No. 5
C29H36BrMoN6O2S | ωB97M-V/def2-TZVPD

As for the expectation value of S²: 2.020. Its spin multiplicity is 3. The total energy is -4645.26242 hartree. As for the net charge: +3.

Atoms and positions in Å:
Mo1 0.544 -0.209 0.871
N1 -1.713 -0.417 1.407
C1 -2.314 0.795 1.990
C2 -1.286 1.476 2.885
N2 -0.043 1.779 2.145
C3 -0.279 2.948 1.271
C4 0.724 2.941 0.131
N3 0.493 1.683 -0.577
C5 1.007 2.205 3.101
C6 1.740 1.023 3.709
N4 2.072 0.091 2.621
H1 -2.171 -0.608 0.510
H2 -1.950 -1.211 2.007
H3 -3.204 0.565 2.585
H4 -2.629 1.467 1.187
H5 -1.053 0.814 3.721
H6 -1.715 2.393 3.306
H7 -0.229 3.878 1.848
H8 -1.277 2.873 0.836
H9 1.757 2.967 0.487
H10 0.564 3.815 -0.511
H11 1.169 1.593 -1.339
H12 -0.420 1.767 -1.029
H13 0.567 2.822 3.895
H14 1.730 2.823 2.564
H15 1.130 0.545 4.478
H16 2.644 1.377 4.216
H17 2.413 -0.786 3.019
H18 2.880 0.477 2.124
Br1 3.883 0.365 -5.684
C7 3.510 0.216 -3.825
C8 4.106 1.103 -2.909
C9 3.793 1.039 -1.574
C10 2.818 0.130 -1.095
O1 2.434 0.154 0.138
C11 2.267 -0.814 -2.022
C12 1.508 -1.915 -1.533
N5 0.927 -1.964 -0.375
C13 0.400 -3.167 0.092
C14 0.163 -4.335 -0.622
C15 -0.299 -5.486 0.027
C16 -0.488 -5.511 1.387
C17 -0.241 -4.352 2.152
C18 -0.357 -4.314 3.557
C19 -0.093 -3.132 4.207
C20 0.214 -1.997 3.460
N6 0.339 -1.976 2.134
C21 0.151 -3.157 1.485
C22 2.639 -0.757 -3.373
H19 4.809 1.843 -3.264
H20 4.259 1.715 -0.870
H21 1.512 -2.792 -2.182
H22 0.322 -4.386 -1.689
H23 -0.494 -6.376 -0.550
H24 -0.813 -6.411 1.889
H25 -0.640 -5.201 4.101
H26 -0.142 -3.050 5.282
H27 0.329 -1.060 3.982
H28 2.235 -1.472 -4.072
C23 -2.090 -1.222 -3.391
S1 -0.916 -0.080 -2.623
O2 -1.058 -0.379 -1.122
C24 -1.847 1.473 -2.849
C25 -3.090 1.644 -2.258
C26 -3.791 2.820 -2.468
C27 -3.246 3.821 -3.259
C28 -1.993 3.654 -3.829
C29 -1.291 2.474 -3.636
H29 -3.026 -1.237 -2.839
H30 -1.632 -2.206 -3.391
H31 -2.262 -0.886 -4.410
H32 -3.507 0.858 -1.646
H33 -4.768 2.945 -2.034
H34 -3.796 4.733 -3.424
H35 -1.567 4.433 -4.441
H36 -0.324 2.329 -4.093

Cartesian forces (eV/Å) of the 2 atoms listed first:
Mo 1.01 0.84 -0.68
N -0.14 -0.21 -0.23

No. 6
C29H36F3O5 | ωB97M-V/def2-TZVPD

As for the relative energy (zero: lowest compared OMol25 entry of this formula, charge and spin): 1.484 eV. The total energy is -1802.44731 hartree. As for the net charge: -1.

Atoms and positions in Å:
C1 2.725 -1.044 2.378
C2 1.603 -2.020 2.770
C3 1.818 -3.350 2.061
C4 1.670 -2.229 4.289
C5 0.213 -1.452 2.374
C6 -0.648 -2.107 1.498
C7 -1.923 -1.583 1.105
C8 -2.664 -2.274 0.015
C9 -3.940 -1.545 -0.254
F1 -4.750 -2.109 -1.209
F2 -4.706 -1.390 0.886
F3 -3.754 -0.253 -0.749
C10 -2.278 -0.323 1.716
C11 -1.474 0.427 2.537
C12 -1.786 1.873 3.080
C13 -1.833 1.921 4.626
C14 -3.096 2.477 2.593
C15 -0.683 2.899 2.721
C16 -0.185 -0.162 2.952
O1 0.564 0.415 3.796
H1 2.603 -0.111 2.929
H2 3.711 -1.463 2.617
H3 2.691 -0.821 1.308
H4 1.009 -4.053 2.304
H5 1.831 -3.198 0.975
H6 2.759 -3.837 2.334
H7 0.852 -2.873 4.622
H8 2.625 -2.681 4.585
H9 1.569 -1.261 4.783
H10 -0.384 -3.053 1.054
H11 -1.986 -2.372 -0.919
H12 -3.243 0.102 1.461
H13 -0.857 1.640 5.043
H14 -2.072 2.956 4.933
H15 -2.607 1.245 5.013
H16 -3.118 2.605 1.509
H17 -3.963 1.897 2.914
H18 -3.180 3.476 3.046
H19 -0.566 2.992 1.633
H20 -0.982 3.881 3.132
H21 0.275 2.607 3.171
C17 -1.481 -6.615 3.186
C18 -2.629 -5.679 2.935
O2 -2.342 -5.194 1.583
C19 -3.332 -4.478 1.021
C20 -3.177 -4.197 -0.465
C21 -1.934 -4.637 -1.180
O3 -1.986 -4.922 -2.379
O4 -0.767 -4.666 -0.519
C22 0.237 -5.327 -1.362
C23 1.381 -5.739 -0.470
C24 -4.295 -4.635 -1.270
C25 -4.352 -4.466 -2.693
C26 -5.233 -5.224 -3.444
C27 -6.301 -5.886 -2.812
C28 -6.413 -5.861 -1.416
C29 -5.397 -5.268 -0.657
O5 -4.293 -4.108 1.697
H22 -1.486 -6.971 4.206
H23 -1.552 -7.482 2.525
H24 -0.526 -6.125 2.996
H25 -3.591 -6.208 2.909
H26 -2.668 -4.797 3.589
H27 -0.236 -6.215 -1.808
H28 0.550 -4.619 -2.151
H29 2.115 -6.286 -1.082
H30 1.892 -4.891 0.006
H31 1.042 -6.444 0.306
H32 -3.748 -3.718 -3.197
H33 -5.116 -5.288 -4.526
H34 -7.076 -6.387 -3.401
H35 -7.266 -6.317 -0.880
H36 -5.460 -5.315 0.429

Cartesian forces (eV/Å) of the 2 atoms listed first:
C -0.06 0.08 -0.05
C -0.41 0.16 -0.03